Entry 1:
The following is a DFT calculation (the ωB97M-V functional and the def2-TZVPD basis) of a molecular structure, C15H18IN2O4RhS2.

Element x y z (Å)
Rh 1.572 -0.659 -1.513
I 4.094 -0.174 -1.516
C 0.405 1.090 -0.951
C 1.018 2.095 -0.266
C 0.365 3.346 -0.082
C -0.872 3.562 -0.604
C -1.541 2.537 -1.325
C -2.829 2.743 -1.885
C -3.463 1.750 -2.569
C -2.853 0.482 -2.721
C -1.623 0.283 -2.188
C -0.901 1.287 -1.489
H 2.021 1.963 0.126
H 0.872 4.134 0.462
H -1.364 4.519 -0.480
H -3.303 3.709 -1.757
H -4.444 1.920 -2.994
H -3.345 -0.326 -3.245
C -2.200 -2.031 1.879
C -1.477 -0.903 1.168
N -0.246 -0.508 1.858
C 0.967 -0.991 1.628
S 1.256 -2.143 0.371
N 1.965 -0.566 2.405
C 3.363 -1.000 2.328
C 3.631 -2.270 3.115
H -3.077 -2.326 1.302
H -2.534 -1.736 2.875
H -1.549 -2.901 1.970
H -2.092 -0.005 1.100
H -1.208 -1.189 0.155
H -0.349 0.140 2.625
H 1.731 0.075 3.148
H 3.953 -0.167 2.710
H 3.619 -1.120 1.278
H 3.471 -2.119 4.184
H 4.664 -2.587 2.969
H 2.980 -3.075 2.772
O 0.678 -0.184 -3.720
S -0.105 -1.406 -3.510
O 0.741 -2.398 -2.818
O -1.049 -0.990 -2.229
O -0.941 -1.862 -4.564

The net charge is 0. The calculation puts the HOMO energy (alpha / beta) at -7.95 / -8.22 eV. The multiplicity is 5. The energy above the lowest of the compared OMol25 structures with the same formula, charge and spin comes out at 0.0 kJ/mol.

Entry 2:
The following is a DFT calculation (the ωB97M-V functional and the def2-TZVPD basis) of a molecular structure, C15H18KN3O3 at a distorted geometry.

Element x y z (Å)
K 0.149 -0.833 1.205
C -3.997 -2.698 -0.770
C -2.764 -1.774 -0.710
O -2.153 -1.684 0.342
C -2.419 -1.094 -1.950
C -1.389 -0.246 -2.288
C -1.355 0.358 -3.597
N -0.395 0.126 -1.384
N 0.408 1.061 -1.885
C 1.484 1.402 -1.128
O 1.686 0.949 0.038
C 2.349 2.503 -1.667
C 2.256 2.847 -3.033
C 3.063 3.797 -3.636
C 4.028 4.378 -2.858
C 4.177 4.041 -1.494
C 3.292 3.131 -0.894
H -4.722 -2.349 -1.522
H -4.492 -2.685 0.206
H -3.793 -3.751 -1.058
H -3.108 -1.275 -2.812
H -1.797 1.357 -3.650
H -1.811 -0.376 -4.345
H -0.335 0.581 -3.873
H 1.465 2.397 -3.651
H 2.964 4.148 -4.649
H 4.794 4.944 -3.293
H 5.047 4.386 -0.895
H 3.376 2.762 0.159
N 1.079 -1.663 5.603
C -0.045 -1.716 4.778
O -0.100 -0.959 3.780
C -2.094 -3.282 4.417
C -1.063 -2.594 5.306
H 1.833 -1.056 5.216
H 1.366 -2.582 5.841
H -2.279 -3.041 3.356
H -2.616 -4.044 4.953
H -0.545 -3.445 5.777
H -1.543 -2.019 6.065

The net charge is -2. The calculation puts the HOMO energy at 1.20 eV. The energy above the lowest of the compared OMol25 structures with the same formula, charge and spin comes out at 0.0 kJ/mol.

Entry 3:
The following is a DFT calculation (the ωB97M-V functional and the def2-TZVPD basis) of a molecular structure, C15H18LuNO10 at a distorted geometry.

Element x y z (Å)
Lu -0.234 -0.867 0.328
O -1.140 -2.145 2.962
C -1.158 -2.703 1.863
O -0.160 -2.728 1.056
C -2.444 -3.363 1.344
O -2.743 -2.915 0.023
C -3.503 -1.714 -0.092
C -2.488 -0.586 0.033
O -1.864 -0.201 -0.986
O -2.087 -0.259 1.185
H 0.220 -1.025 2.866
H -2.276 -4.436 1.259
H -3.265 -3.167 2.034
H -3.935 -1.715 -1.089
H -4.278 -1.661 0.675
O 0.100 -1.983 -1.583
C 0.252 -1.481 -2.697
C 0.635 -0.124 -2.971
C 0.636 0.315 -4.297
C 0.990 1.603 -4.603
C 1.380 2.495 -3.589
C 1.400 2.084 -2.288
C 1.011 0.770 -1.914
O 1.033 0.418 -0.677
N 0.964 2.052 -5.984
O 0.614 1.255 -6.838
O 1.286 3.205 -6.213
H 0.092 -2.113 -3.584
H 0.353 -0.357 -5.097
H 1.663 3.499 -3.869
H 1.707 2.757 -1.498
C 0.416 1.931 2.308
C 1.138 0.767 2.982
C 2.650 0.923 2.880
C 0.694 0.628 4.431
O 0.798 -0.467 2.280
H 0.624 2.861 2.838
H -0.661 1.754 2.321
H 0.755 2.035 1.277
H 2.964 1.892 3.268
H 2.956 0.842 1.836
H 3.149 0.137 3.447
H 0.986 1.514 4.993
H 1.162 -0.245 4.890
H -0.391 0.516 4.488

The net charge is 0. The calculation puts the HOMO energy (alpha / beta) at -9.13 / -9.13 eV. The energy above the lowest of the compared OMol25 structures with the same formula, charge and spin comes out at 28.7 kJ/mol.

Entry 4:
The following is a DFT calculation (the ωB97M-V functional and the def2-TZVPD basis) of a molecular structure, C15H18N3O9V at a distorted geometry.

Element x y z (Å)
O 1.487 -1.308 -1.346
V 0.485 -0.542 -2.241
O -0.885 -1.283 -2.417
C -1.249 1.173 -0.078
C -0.109 2.012 -0.591
O 0.716 1.495 -1.595
H -1.603 1.545 0.887
H -0.975 0.123 0.056
H -2.145 1.281 -0.695
H 0.474 2.425 0.246
H -0.452 2.981 -0.990
C -1.718 6.125 -2.742
N -0.497 6.317 -3.583
O -0.553 7.141 -4.472
O 0.459 5.605 -3.337
H -1.488 5.306 -2.074
H -2.414 6.039 -3.577
H -1.837 7.074 -2.223
C -5.341 -2.936 -1.365
C -4.394 -1.972 -0.995
C -3.365 -2.360 -0.121
C -3.112 -3.697 0.104
C -4.013 -4.647 -0.341
C -5.185 -4.265 -1.013
N -1.903 -4.121 0.788
O -1.021 -3.284 0.873
O -1.746 -5.289 1.110
H -6.146 -2.668 -2.037
H -4.576 -0.962 -1.331
H -2.700 -1.602 0.266
H -3.706 -5.682 -0.260
H -5.881 -5.066 -1.214
C 3.674 0.736 1.418
C 3.168 -0.496 1.806
C 3.863 -1.248 2.735
C 5.148 -0.840 3.119
C 5.598 0.420 2.814
C 4.868 1.220 1.917
N 5.940 -1.751 3.958
O 5.592 -2.919 3.983
O 6.972 -1.392 4.493
H 3.144 1.275 0.641
H 2.287 -0.819 1.268
H 3.502 -2.209 3.073
H 6.501 0.803 3.269
H 5.134 2.262 1.813

The net charge is 0. The calculation puts the HOMO energy at -9.70 eV. The energy above the lowest of the compared OMol25 structures with the same formula, charge and spin comes out at 0.0 kJ/mol.

Entry 5:
The following is a DFT calculation (the ωB97M-V functional and the def2-TZVPD basis) of a molecular structure, C15H18N3RuS7 at a distorted geometry.

Element x y z (Å)
Ru -0.053 -0.264 -0.991
S 0.026 -1.665 -2.879
C -0.400 -2.802 -1.544
N -0.580 -2.246 -0.465
C -0.698 -3.173 0.541
C -0.986 -3.005 1.899
C -1.337 -4.051 2.795
C -1.233 -5.412 2.184
C -0.851 -5.648 0.827
C -0.988 -4.418 0.008
S -0.534 -4.473 -1.628
H -0.620 -2.028 2.446
H -1.514 -4.209 3.855
H -1.267 -6.382 2.834
H -0.781 -6.832 0.626
N -0.649 2.626 3.235
C 0.152 1.336 3.314
C 0.487 0.737 1.914
N -0.654 0.665 0.987
C -1.486 1.837 1.012
C -1.858 2.238 2.387
H -0.249 3.501 2.794
H -1.110 2.790 4.122
H -0.538 0.689 3.768
H 1.007 1.539 3.927
H 0.977 -0.234 2.097
H 1.305 1.266 1.438
H -1.186 -0.230 1.394
H -2.452 1.740 0.514
H -1.260 2.647 0.411
H -2.388 1.413 2.908
H -2.638 3.029 2.405
C 0.560 4.227 -4.630
S 2.006 4.193 -3.555
C 2.489 2.477 -3.768
C 2.140 1.449 -2.835
S 0.845 1.704 -1.628
S 2.977 -0.079 -3.297
C 4.008 0.536 -4.526
S 5.047 -0.530 -5.241
S 3.671 2.079 -5.052
H -0.108 3.375 -4.585
H 0.844 4.498 -5.598
H -0.126 5.090 -4.420

The net charge is +3. The calculation puts the HOMO energy (alpha / beta) at -16.69 / -16.70 eV. The multiplicity is 5. The energy above the lowest of the compared OMol25 structures with the same formula, charge and spin comes out at 325.2 kJ/mol.

Entry 6:
The following is a DFT calculation (the ωB97M-V functional and the def2-TZVPD basis) of C15H18N4O4 in the gas phase at a distorted geometry.

Element x y z (Å)
C 5.430 1.905 0.509
O 5.819 0.645 0.100
C 4.733 -0.413 0.003
C 5.189 -1.857 -0.284
C 4.255 -2.845 -0.182
C 2.859 -2.685 0.029
C 2.402 -1.253 -0.101
C 0.981 -1.186 0.079
N 0.304 -0.097 0.449
N -0.916 -0.240 0.599
C -1.695 1.029 0.619
O -1.081 2.280 0.252
C -3.176 0.935 0.954
C -3.897 -0.025 -0.275
C -3.820 -1.331 -0.057
O -2.778 -2.177 0.443
N -5.176 -1.844 0.347
N -6.004 -0.776 -0.061
C -5.460 0.284 -0.156
C -5.947 1.639 -0.676
C 3.236 -0.134 -0.029
O 2.843 1.070 0.197
C 2.035 1.858 -0.877
H 5.068 2.409 -0.424
H 6.236 2.485 0.718
H 4.820 1.926 1.462
H 6.216 -1.761 -0.164
H 4.707 -3.731 -0.102
H 2.299 -3.392 -0.352
H 0.495 -1.923 0.316
H -1.468 -1.046 0.656
H -3.568 1.920 0.835
H -3.284 0.348 1.820
H -3.415 0.091 -1.293
H -5.456 -2.999 0.382
H -5.588 1.887 -1.405
H -5.845 2.137 0.257
H -7.029 1.431 -0.889
H 1.650 0.981 -1.685
H 2.774 2.169 -1.550
H 1.253 2.284 -0.467

The net charge is 0. The calculation puts the HOMO energy at -7.64 eV. Its SMILES is COc1cccc(/C=N/NC(=O)C[C@H]2C(=O)NN=C2C)c1OC. The energy above the lowest of the compared OMol25 structures with the same formula, charge and spin comes out at 1778.8 kJ/mol.